Record 1
DFT (wB97M-V/def2-TZVPD) results for a single C20H25N3O3 molecule.

Cartesian coordinates (Å):
C1 3.375 2.193 -2.494
O1 2.319 3.014 -2.933
C2 1.172 3.043 -2.204
C3 0.162 3.876 -2.688
C4 -1.036 3.967 -2.011
C5 -1.250 3.234 -0.858
C6 -0.250 2.396 -0.377
N1 -0.523 1.663 0.786
C7 0.232 0.721 1.412
O2 1.344 0.395 1.049
C8 -0.529 0.103 2.580
N2 0.266 -0.576 3.589
C9 -0.595 -1.044 4.662
C10 1.118 -1.647 3.074
C11 0.366 -2.553 2.100
O3 -0.533 -3.296 2.449
N3 0.761 -2.418 0.817
C12 0.014 -2.981 -0.297
C13 0.966 -3.659 -1.277
C14 -0.821 -1.874 -0.906
C15 -2.107 -1.660 -0.423
C16 -2.878 -0.615 -0.900
C17 -2.373 0.230 -1.874
C18 -1.092 0.030 -2.357
C19 -0.318 -1.008 -1.869
C20 0.966 2.306 -1.044
H1 3.730 2.491 -1.502
H2 3.081 1.139 -2.471
H3 4.175 2.330 -3.220
H4 0.343 4.438 -3.590
H5 -1.814 4.615 -2.385
H6 -2.192 3.306 -0.333
H7 -1.449 1.825 1.156
H8 -1.066 0.905 3.098
H9 -1.289 -0.566 2.128
H10 0.028 -1.442 5.459
H11 -1.162 -0.201 5.057
H12 -1.294 -1.823 4.335
H13 1.456 -2.239 3.926
H14 1.983 -1.193 2.591
H15 1.400 -1.667 0.595
H16 -0.654 -3.730 0.142
H17 1.755 -2.979 -1.588
H18 0.420 -3.992 -2.156
H19 1.428 -4.521 -0.802
H20 -2.503 -2.323 0.334
H21 -3.877 -0.464 -0.516
H22 -2.972 1.043 -2.255
H23 -0.693 0.692 -3.111
H24 0.682 -1.144 -2.251
H25 1.726 1.658 -0.648

As for the HOMO energy: -8.34 eV. As for the LUMO energy: 0.6439 eV. The calculation puts the total energy at -31759.36226 eV. For the HOMO-LUMO gap, the calculation gives 0.3302 hartree. As for the relative energy (zero: lowest compared OMol25 entry of this formula, charge and spin): 37.6 kcal per mole.

=====

Record 2
DFT (wB97M-V/def2-TZVPD) results for a single C20H25N3O4S molecule.

Cartesian coordinates (Å):
C1 4.118 -0.581 -3.402
O1 3.346 -0.389 -2.242
C2 3.776 -0.963 -1.074
C3 4.906 -1.753 -0.940
C4 5.248 -2.275 0.300
C5 4.465 -2.018 1.407
C6 3.327 -1.236 1.283
C7 2.977 -0.704 0.055
N1 1.827 0.075 -0.086
S1 1.441 1.220 1.082
O2 0.568 2.146 0.417
O3 2.611 1.719 1.739
C8 0.433 0.290 2.224
C9 0.697 0.255 3.577
C10 -0.187 -0.434 4.397
C11 -1.330 -1.008 3.874
C12 -1.616 -0.927 2.505
N2 -2.787 -1.469 2.013
C13 -3.526 -1.140 0.871
O4 -4.396 -1.894 0.492
N3 -3.240 0.047 0.306
C14 -3.882 0.498 -0.914
C15 -3.123 0.002 -2.153
C16 -1.769 0.688 -2.306
C17 -1.940 2.202 -2.361
C18 -2.625 2.697 -1.092
C19 -3.986 2.023 -0.914
C20 -0.679 -0.308 1.676
H1 3.607 -0.030 -4.190
H2 4.172 -1.639 -3.677
H3 5.131 -0.184 -3.281
H4 5.534 -1.962 -1.791
H5 6.136 -2.882 0.389
H6 4.734 -2.422 2.370
H7 2.708 -1.025 2.139
H8 1.702 0.428 -1.025
H9 1.574 0.750 3.961
H10 0.007 -0.504 5.457
H11 -2.023 -1.519 4.525
H12 -3.219 -2.200 2.560
H13 -2.581 0.674 0.736
H14 -4.884 0.050 -0.919
H15 -3.734 0.209 -3.034
H16 -3.000 -1.080 -2.077
H17 -1.283 0.331 -3.217
H18 -1.119 0.436 -1.465
H19 -0.964 2.681 -2.453
H20 -2.539 2.471 -3.234
H21 -2.767 3.778 -1.146
H22 -1.968 2.500 -0.243
H23 -4.639 2.318 -1.738
H24 -4.453 2.355 0.016
H25 -0.784 -0.299 0.604

As for the HOMO energy: -8.46 eV. As for the LUMO energy: 0.4463 eV. The calculation puts the total energy at -44642.12262 eV. For the HOMO-LUMO gap, the calculation gives 0.3274 hartree. As for the relative energy (zero: lowest compared OMol25 entry of this formula, charge and spin): 44.8 kcal per mole.

=====

Record 3
DFT (wB97M-V/def2-TZVPD) results for a single C20H25N3O4S molecule.

Cartesian coordinates (Å):
C1 -6.079 5.226 3.836
O1 -4.767 5.676 3.578
C2 -3.803 4.663 3.541
C3 -3.911 3.756 2.308
O2 -4.793 3.889 1.484
N1 -2.986 2.769 2.211
C4 -1.810 2.587 3.028
C5 -0.556 2.954 2.230
C6 -0.474 2.101 0.960
O3 -0.273 0.763 1.387
C7 0.163 -0.186 0.521
C8 0.226 -1.482 1.044
C9 0.664 -2.527 0.266
C10 1.073 -2.314 -1.050
C11 1.530 -3.492 -1.834
O4 1.118 -4.617 -1.632
N2 2.450 -3.219 -2.798
C12 3.054 -4.260 -3.596
C13 3.015 -3.915 -5.084
C14 4.458 -4.523 -3.152
N3 5.320 -5.224 -3.791
C15 6.503 -5.300 -3.138
C16 6.555 -4.630 -1.959
S1 5.048 -3.864 -1.636
C17 1.001 -1.028 -1.570
C18 0.546 0.028 -0.800
C19 -1.771 2.246 0.153
C20 -2.978 1.923 1.034
H1 -6.123 4.680 4.788
H2 -6.694 6.121 3.902
H3 -6.449 4.586 3.033
H4 -2.841 5.184 3.525
H5 -3.866 4.039 4.450
H6 -1.748 1.529 3.305
H7 -1.866 3.181 3.937
H8 -0.589 4.007 1.948
H9 0.330 2.779 2.841
H10 0.387 2.434 0.361
H11 -0.080 -1.636 2.066
H12 0.700 -3.531 0.660
H13 2.849 -2.296 -2.862
H14 2.455 -5.162 -3.407
H15 3.486 -4.713 -5.649
H16 3.558 -2.990 -5.271
H17 1.986 -3.796 -5.412
H18 7.305 -5.865 -3.576
H19 7.370 -4.539 -1.270
H20 1.267 -0.836 -2.600
H21 0.495 1.009 -1.245
H22 -1.848 3.271 -0.212
H23 -1.763 1.570 -0.703
H24 -2.932 0.877 1.354
H25 -3.907 2.097 0.491

As for the HOMO energy: -8.95 eV. As for the LUMO energy: 0.4687 eV. The calculation puts the total energy at -44641.83354 eV. For the HOMO-LUMO gap, the calculation gives 0.3461 hartree. As for the relative energy (zero: lowest compared OMol25 entry of this formula, charge and spin): 51.5 kcal per mole.

=====

Record 4
DFT (wB97M-V/def2-TZVPD) results for a single C20H25N3O4S molecule in a non-equilibrium geometry.

Cartesian coordinates (Å):
C1 0.479 3.327 2.918
C2 0.076 2.004 3.559
C3 1.213 1.328 4.328
C4 2.450 0.968 3.504
C5 2.211 -0.080 2.416
N1 1.656 0.516 1.211
C6 0.429 0.113 0.744
O1 -0.146 -0.873 1.169
N2 -0.064 0.922 -0.241
C7 -1.081 0.642 -1.191
O2 -1.179 1.373 -2.148
N3 -1.815 -0.443 -0.889
C8 -2.856 -1.025 -1.624
C9 -3.279 -0.508 -2.844
C10 -4.310 -1.115 -3.537
C11 -4.927 -2.240 -3.020
C12 -4.506 -2.752 -1.805
C13 -3.475 -2.164 -1.088
C14 -3.046 -2.736 0.231
S1 2.709 1.366 0.176
O3 2.145 2.660 -0.081
O4 4.007 1.293 0.764
C15 2.629 0.375 -1.310
C16 3.090 -0.927 -1.247
C17 2.982 -1.734 -2.367
C18 2.416 -1.230 -3.529
C19 1.970 0.081 -3.582
C20 2.078 0.894 -2.466
H1 1.189 3.181 2.109
H2 -0.397 3.824 2.506
H3 0.927 3.986 3.659
H4 -0.737 2.188 4.266
H5 -0.309 1.327 2.797
H6 1.530 1.995 5.133
H7 0.824 0.417 4.790
H8 3.204 0.566 4.185
H9 2.873 1.857 3.036
H10 1.510 -0.849 2.750
H11 3.163 -0.546 2.152
H12 0.428 1.795 -0.413
H13 -1.550 -0.922 -0.030
H14 -2.797 0.370 -3.239
H15 -4.630 -0.704 -4.482
H16 -5.733 -2.717 -3.557
H17 -4.990 -3.630 -1.400
H18 -3.633 -3.621 0.463
H19 -1.993 -3.020 0.217
H20 -3.188 -2.014 1.034
H21 3.529 -1.290 -0.331
H22 3.335 -2.753 -2.332
H23 2.324 -1.864 -4.397
H24 1.530 0.471 -4.486
H25 1.734 1.916 -2.482

As for the HOMO energy: -8.41 eV. As for the LUMO energy: 0.3026 eV. The calculation puts the total energy at -44642.95858 eV. For the HOMO-LUMO gap, the calculation gives 0.3202 hartree. As for the relative energy (zero: lowest compared OMol25 entry of this formula, charge and spin): 25.5 kcal per mole.

=====

Record 5
DFT (wB97M-V/def2-TZVPD) results for a single C20H25N3O5 molecule in a non-equilibrium geometry.

Cartesian coordinates (Å):
C1 2.061 0.504 -3.101
C2 2.986 0.040 -1.974
N1 2.253 -0.203 -0.747
C3 1.708 -1.534 -0.576
C4 2.765 -2.534 -0.069
C5 2.135 -3.860 0.379
C6 2.234 -4.712 -0.883
C7 3.558 -4.228 -1.467
O1 3.684 -2.862 -1.109
C8 1.986 0.716 0.202
O2 1.345 0.440 1.204
C9 2.529 2.130 -0.002
C10 1.566 3.114 0.659
C11 0.269 3.062 -0.054
N2 0.064 2.671 -1.270
N3 -1.265 2.761 -1.499
C12 -1.806 3.206 -0.415
C13 -3.248 3.420 -0.144
C14 -3.724 2.360 0.822
C15 -4.211 2.702 2.072
C16 -4.632 1.737 2.985
C17 -4.534 0.424 2.597
C18 -4.037 0.072 1.339
C19 -3.628 1.019 0.435
O3 -4.050 -1.291 1.212
C20 -4.554 -1.788 2.433
O4 -4.871 -0.710 3.286
O5 -0.882 3.425 0.550
H1 1.386 -0.296 -3.393
H2 2.648 0.791 -3.969
H3 1.457 1.350 -2.778
H4 3.770 0.777 -1.794
H5 3.475 -0.898 -2.243
H6 0.909 -1.459 0.164
H7 1.301 -1.879 -1.528
H8 3.326 -2.052 0.740
H9 2.729 -4.303 1.179
H10 1.115 -3.730 0.730
H11 1.411 -4.486 -1.561
H12 2.240 -5.780 -0.679
H13 4.400 -4.790 -1.039
H14 3.607 -4.303 -2.557
H15 2.612 2.379 -1.055
H16 3.512 2.194 0.471
H17 1.965 4.131 0.627
H18 1.394 2.836 1.701
H19 -3.397 4.413 0.282
H20 -3.778 3.344 -1.094
H21 -4.271 3.742 2.353
H22 -5.014 2.005 3.956
H23 -3.240 0.745 -0.532
H24 -5.461 -2.385 2.241
H25 -3.795 -2.428 2.912

As for the HOMO energy: -8.13 eV. As for the LUMO energy: 0.7738 eV. The calculation puts the total energy at -35852.91693 eV. For the HOMO-LUMO gap, the calculation gives 0.3272 hartree. As for the relative energy (zero: lowest compared OMol25 entry of this formula, charge and spin): 88.1 kcal per mole.